1.
Below is a 2-piece molecular cluster, C28H25F2NO6 overall at a distorted geometry, with properties calculated with wB97M-V/def2-TZVPD.

2S+1 = 1
charge = 0
molecular weight = 509.50 g/mol
E = -1787.7471 a.u.
gap between HOMO and LUMO = 2.417 eV

CARTESIAN COORDINATES (ANGSTROEM)
C  1.671  -4.752  0.505
C  2.850  -3.875  0.926
C  3.983  -4.748  1.490
O  3.360  -3.202  -0.255
C  2.632  -2.121  -0.691
O  2.733  -1.670  -1.832
C  1.712  -1.512  0.208
C  0.802  -0.466  -0.295
C  -0.427  -1.056  -0.911
C  -1.531  -1.352  -0.126
C  -2.654  -1.916  -0.689
C  -2.680  -2.209  -2.037
N  -3.871  -2.807  -2.632
O  -3.862  -3.050  -3.844
O  -4.835  -3.046  -1.896
C  -1.573  -1.951  -2.819
C  -0.447  -1.390  -2.257
C  1.640  -1.909  1.573
O  0.902  -1.283  2.335
O  2.394  -2.986  1.980
H  0.879  -4.125  0.109
H  1.967  -5.456  -0.269
H  1.277  -5.302  1.355
H  4.821  -4.115  1.778
H  3.651  -5.300  2.368
H  4.334  -5.459  0.743
H  0.535  0.197  0.532
H  1.337  0.146  -1.026
H  -1.491  -1.142  0.930
H  -3.527  -2.137  -0.096
H  -1.611  -2.198  -3.867
H  0.437  -1.220  -2.850
C  1.503  1.457  8.962
C  0.671  0.814  7.921
C  -0.435  0.068  8.324
F  -0.725  -0.052  9.643
C  -1.229  -0.552  7.389
C  -0.952  -0.488  6.011
C  -1.695  -1.124  4.983
C  -2.813  -1.997  5.019
C  -3.434  -2.486  6.183
C  -4.512  -3.337  6.134
F  -5.082  -3.771  7.285
C  -5.020  -3.755  4.906
C  -6.183  -4.670  4.901
C  -4.416  -3.301  3.741
C  -3.343  -2.445  3.792
C  0.169  0.278  5.633
C  0.952  0.915  6.565
H  2.319  2.033  8.530
H  0.904  2.130  9.574
H  1.936  0.708  9.624
H  -2.090  -1.051  7.773
H  -1.323  -0.927  3.992
H  -3.070  -2.257  7.159
H  -6.472  -4.951  3.891
H  -5.960  -5.582  5.453
H  -7.042  -4.199  5.377
H  -4.797  -3.628  2.790
H  -2.884  -2.108  2.881
H  0.419  0.338  4.589
H  1.800  1.495  6.247

Löwdin atomic charge list, values in e, 5 entries: number 1, C, carries 0.009; number 2, C, carries -0.505; number 3, C, carries 0.008; number 4, O, carries 0.063; number 5, C, carries -0.457



2.
Below is a 2-piece molecular cluster, C28H25F3N2O3 overall at a distorted geometry, with properties calculated with wB97M-V/def2-TZVPD.

2S+1 = 1
charge = 0
molecular weight = 494.51 g/mol
E = -1716.7161 a.u.
gap between HOMO and LUMO = 4.808 eV

CARTESIAN COORDINATES (ANGSTROEM)
F  2.547  -4.864  1.161
C  1.877  -3.703  0.894
F  2.289  -2.783  1.818
F  2.318  -3.271  -0.333
C  0.404  -3.882  0.907
C  -0.414  -2.691  0.689
O  0.101  -1.590  0.299
C  -1.822  -2.889  0.846
C  -2.363  -4.158  0.977
C  -1.543  -5.288  1.050
C  -0.154  -5.140  1.025
H  -2.458  -2.009  0.789
H  -3.446  -4.271  1.021
H  -1.960  -6.295  1.133
H  0.504  -6.003  1.107
C  3.942  1.182  5.347
O  3.084  0.730  4.274
C  2.568  1.666  3.436
C  1.691  1.179  2.431
C  1.111  2.086  1.581
C  1.392  3.469  1.694
C  2.269  3.970  2.655
C  2.864  3.059  3.534
N  0.667  4.130  0.700
C  0.693  5.561  0.448
C  -0.056  3.221  -0.027
C  0.152  1.921  0.498
C  -0.462  0.707  0.157
C  -1.412  0.667  -0.890
C  -2.419  1.630  -1.106
N  -3.048  1.391  -2.297
C  -4.068  2.245  -2.880
C  -2.505  0.255  -2.893
C  -1.467  -0.225  -2.049
C  -0.623  -1.212  -2.518
C  -0.842  -1.752  -3.810
O  -0.045  -2.702  -4.366
C  1.114  -3.159  -3.625
C  -1.923  -1.290  -4.614
C  -2.752  -0.273  -4.161
H  4.185  0.268  5.888
H  4.854  1.647  4.946
H  3.414  1.891  6.002
H  1.483  0.118  2.324
H  2.490  5.033  2.721
H  3.558  3.408  4.301
H  1.352  6.036  1.180
H  1.072  5.772  -0.562
H  -0.312  5.996  0.538
H  -0.713  3.517  -0.835
H  -0.298  -0.134  0.812
H  -2.673  2.478  -0.479
H  -4.333  1.857  -3.864
H  -4.965  2.270  -2.249
H  -3.697  3.273  -2.991
H  0.191  -1.548  -1.878
H  1.605  -3.850  -4.309
H  1.786  -2.324  -3.377
H  0.818  -3.685  -2.706
H  -2.051  -1.748  -5.591
H  -3.566  0.106  -4.774

Löwdin atomic charge list, values in e, 5 entries: number 1, F, carries 0.096; number 2, C, carries -0.530; number 3, F, carries 0.108; number 4, F, carries 0.097; number 5, C, carries -0.084



3.
Below is C28H25F5NO2Ti as an isolated structure at a distorted geometry, with properties calculated with wB97M-V/def2-TZVPD.

2S+1 = 2
charge = 0
molecular weight = 550.37 g/mol
E = -2635.8959 a.u.
gap between HOMO and LUMO (alpha / beta) = 6.610 / 7.392 eV

CARTESIAN COORDINATES (ANGSTROEM)
C  2.094  -0.388  1.967
C  2.331  -1.073  0.736
C  1.974  -0.191  -0.336
H  2.800  -2.058  0.595
C  1.590  1.051  0.231
C  1.689  0.961  1.647
H  1.295  1.931  -0.327
C  -1.165  -2.200  2.237
C  0.026  -2.781  1.728
C  -0.003  -2.730  0.321
H  0.779  -3.237  2.329
C  -1.184  -2.072  -0.058
C  -1.972  -1.791  1.130
H  1.889  -0.489  -1.390
H  1.667  1.800  2.328
H  2.373  -0.750  2.950
H  -3.025  -1.548  1.141
H  0.643  -3.195  -0.410
H  -1.442  -2.017  3.253
Ti  -0.312  -0.365  1.053
C  -1.505  -1.636  -1.459
C  -3.019  -1.614  -1.455
C  -1.042  -2.640  -2.507
H  -3.246  -2.645  -1.141
H  -3.527  -1.414  -2.402
H  -3.393  -0.972  -0.667
H  -1.495  -3.601  -2.319
H  0.029  -2.838  -2.592
H  -1.338  -2.375  -3.533
C  -0.728  -0.336  -1.710
C  -1.475  0.983  -1.577
H  -0.038  -0.379  -2.568
H  0.152  -0.173  -0.989
O  -1.700  1.199  -0.313
N  -1.692  1.734  -2.734
C  -0.464  2.535  -3.239
H  -2.556  2.283  -2.714
C  0.796  1.750  -3.518
C  2.026  2.289  -3.144
H  2.094  3.248  -2.610
C  3.233  1.629  -3.473
H  4.196  2.101  -3.266
C  3.199  0.358  -4.033
H  4.126  -0.186  -4.248
C  1.963  -0.203  -4.356
H  1.904  -1.230  -4.706
C  0.784  0.524  -4.214
H  -0.187  0.146  -4.559
H  -0.268  3.285  -2.431
H  -0.786  3.126  -4.127
F  -0.680  2.314  7.650
C  -0.671  1.837  6.399
C  -1.351  2.554  5.413
F  -2.006  3.708  5.668
C  -1.350  2.054  4.137
F  -1.871  2.707  3.077
C  -0.733  0.834  3.860
O  -0.748  0.371  2.622
C  -0.017  0.160  4.855
F  0.715  -0.942  4.534
C  0.000  0.637  6.136
F  0.620  -0.044  7.128

Löwdin atomic charge list, values in e, 5 entries: number 1, C, carries -0.143; number 2, C, carries -0.141; number 3, C, carries -0.170; number 4, H, carries 0.114; number 5, C, carries -0.181



4.
Below is C28H25GeNO5V as an isolated structure, with properties calculated with wB97M-V/def2-TZVPD.

2S+1 = 2
energy relative to the best compared isomer or geometry (same formula, charge and spin) = 0.0000 eV
charge = +2
molecular weight = 579.06 g/mol
E = -4533.1887 a.u.
gap between HOMO and LUMO (alpha / beta) = 7.222 / 7.353 eV

CARTESIAN COORDINATES (ANGSTROEM)
V  -1.081  0.290  -1.548
O  -0.423  0.281  0.427
C  -1.011  -0.303  1.417
C  -2.117  -1.130  1.307
C  -2.657  -1.652  2.518
C  -3.692  -2.521  2.452
C  -4.238  -2.931  1.223
C  -3.730  -2.453  0.040
C  -2.666  -1.542  0.046
O  -2.199  -1.118  -1.104
N  -4.255  -3.067  3.708
O  -5.175  -3.841  3.596
O  -3.749  -2.685  4.738
H  -0.581  -0.128  2.403
H  -2.255  -1.365  3.481
H  -5.062  -3.633  1.233
H  -4.135  -2.766  -0.912
C  -2.283  1.417  -4.490
C  -1.589  0.706  -3.407
O  -0.931  -0.317  -3.455
H  -1.849  1.185  -5.462
H  -2.309  2.488  -4.300
H  -3.319  1.060  -4.474
C  2.746  3.778  3.377
C  2.818  4.058  2.018
C  2.494  3.079  1.093
C  2.104  1.811  1.530
C  2.050  1.531  2.900
C  2.363  2.518  3.819
Ge  1.654  0.447  0.296
C  1.434  0.911  -1.580
C  2.010  0.104  -2.573
C  2.042  0.531  -3.894
C  1.497  1.759  -4.242
C  0.894  2.562  -3.279
C  0.865  2.146  -1.953
C  2.051  -1.382  0.643
C  1.348  -2.394  -0.020
C  1.641  -3.723  0.227
C  2.644  -4.051  1.133
C  3.353  -3.055  1.789
C  3.059  -1.720  1.548
H  2.998  4.545  4.096
H  3.132  5.037  1.682
H  2.570  3.303  0.035
H  1.779  0.542  3.255
H  2.321  2.304  4.879
H  2.453  -0.849  -2.309
H  2.503  -0.091  -4.649
H  1.543  2.096  -5.270
H  0.478  3.523  -3.552
H  0.452  2.805  -1.195
H  0.567  -2.156  -0.740
H  1.098  -4.505  -0.288
H  2.877  -5.090  1.322
H  4.137  -3.317  2.486
H  3.625  -0.949  2.057
C  -2.410  1.772  -1.098
H  -3.363  1.702  -1.617
H  -1.952  2.733  -1.347
H  -2.571  1.713  -0.018

Löwdin atomic charge list, values in e, 5 entries: number 1, V, carries 0.926; number 2, O, carries -0.222; number 3, C, carries -0.061; number 4, C, carries -0.085; number 5, C, carries 0.096